(1)
{"formula": "C25H28F3O19S4V2", "method": "the ωB97M-V functional and the def2-TZVPD basis", "species": ["S", "C", "O", "O", "C", "H", "H", "H", "F", "H", "O", "H", "O", "C", "C", "H", "H", "H", "H", "O", "C", "C", "H", "H", "H", "C", "O", "O", "O", "F", "H", "C", "H", "C", "O", "O", "H", "C", "H", "C", "C", "O", "H", "C", "C", "C", "O", "V", "C", "C", "H", "O", "C", "F", "H", "C", "C", "O", "C", "H", "C", "C", "H", "H", "V", "O", "C", "H", "O", "S", "C", "H", "H", "S", "H", "S", "O", "O", "H", "H", "O"], "positions_angstrom": [[11.90160, 14.55429, 31.73676], [6.34123, 10.54919, 33.48819], [10.05472, 8.84299, 27.51602], [3.96017, 15.91609, 27.83446], [9.24562, 11.09733, 30.32185], [13.38641, 12.89670, 30.83203], [4.20418, 17.73172, 35.25380], [10.08063, 15.11942, 30.24649], [7.64025, 15.59652, 35.68093], [7.33559, 15.38253, 27.96127], [10.46891, 13.08265, 34.87117], [14.07029, 14.42889, 30.71109], [12.74045, 15.40170, 32.57278], [2.95879, 16.98322, 33.73796], [8.34584, 12.16455, 28.07097], [6.12429, 19.16951, 29.74036], [3.14137, 19.85491, 35.32739], [10.91784, 16.57707, 30.93342], [8.30852, 8.91790, 35.95937], [6.17794, 11.67944, 32.88678], [3.12578, 19.42538, 34.32572], [5.13339, 17.27013, 29.86483], [3.37183, 20.05631, 33.47162], [2.98134, 17.02205, 32.64889], [11.34094, 15.80513, 28.20375], [3.82721, 18.09912, 34.29933], [8.54729, 13.85857, 33.32880], [8.08888, 16.26204, 32.72821], [5.14733, 7.16229, 33.23134], [6.25932, 13.89595, 35.07335], [7.75086, 18.05496, 27.79396], [9.86000, 10.10645, 29.57789], [5.29494, 18.68577, 28.29423], [9.64051, 9.84651, 28.19053], [8.35566, 11.10686, 34.91808], [5.37230, 14.56139, 29.47601], [13.47222, 14.39094, 28.38887], [5.49020, 9.50880, 33.14186], [6.39479, 16.21033, 26.82061], [7.52061, 9.04730, 35.23215], [8.45402, 12.14714, 29.45456], [6.49424, 14.46243, 32.24505], [3.26191, 15.95694, 33.94519], [13.12589, 13.91319, 30.53716], [1.54628, 17.24278, 34.28387], [11.88235, 15.56686, 29.11929], [0.74457, 19.31996, 32.82797], [5.62911, 12.94246, 31.00241], [6.61499, 7.91737, 34.83300], [12.60939, 14.24392, 29.03851], [7.81286, 17.25020, 29.42474], [8.59777, 10.70046, 26.23479], [5.89568, 18.30332, 29.11942], [5.74257, 16.05007, 34.78910], [5.78402, 17.07253, 30.71673], [11.03441, 15.59795, 30.46883], [7.19109, 17.54969, 28.58104], [7.91728, 13.14321, 30.07293], [6.65787, 16.23217, 27.87816], [11.93145, 13.49069, 28.63709], [7.37989, 10.27010, 34.65045], [5.63980, 8.15043, 33.67442], [0.67518, 16.72932, 33.87687], [7.81362, 12.95607, 27.56438], [9.93816, 12.20385, 33.62907], [4.11589, 13.05216, 31.60962], [8.82045, 10.97259, 27.36210], [10.38022, 9.37301, 30.17607], [9.58810, 11.17720, 31.54967], [7.56821, 14.93900, 33.14764], [6.76273, 15.11088, 34.81934], [1.52914, 16.94470, 35.33218], [4.79591, 9.57064, 32.31691], [5.17522, 15.79677, 28.70239], [12.62648, 16.36188, 29.16744], [1.31476, 19.03139, 34.15359], [11.06445, 13.47299, 32.26984], [6.59250, 6.77915, 35.36147], [4.76032, 18.10249, 33.73595], [4.12271, 17.35572, 30.26399], [0.64922, 19.58188, 35.31222]], "atomic_forces_ev_per_a": [[2.5, 1.0, -2.1], [-0.1, 1.7, 0.3], [-1.3, 3.3, 2.6], [3.1, -0.6, 1.8], [1.6, -0.6, -3.2], [-0.6, -0.3, -0.5], [-0.5, 0.6, 0.5], [-0.2, 0.0, 0.4], [-0.2, -1.1, 0.1], [0.1, 0.0, 0.5], [-0.7, -3.0, -2.8], [-0.4, 0.6, 0.2], [-1.6, -0.6, 0.4], [-1.3, -0.1, -0.9], [1.2, -2.2, 1.2], [0.2, -0.2, 0.1], [0.3, 0.6, -0.4], [-0.1, -0.1, -0.1], [0.0, -0.2, 0.0], [1.4, -0.9, 0.2], [-1.4, -0.4, -0.1], [0.7, -1.9, 0.6], [0.1, 0.3, 0.4], [-0.3, 0.2, -0.2], [-0.6, -0.3, 0.3], [1.6, -1.5, 0.1], [-0.3, 0.5, 0.3], [-1.1, -2.8, 1.3], [-1.3, -0.6, -1.1], [0.4, 1.2, 0.7], [0.0, 0.4, 0.5], [-0.8, -0.5, 0.6], [0.2, 0.0, -0.3], [0.6, -1.7, -2.7], [-0.3, 0.6, -1.7], [-0.1, -0.9, 0.2], [0.0, -0.5, 0.0], [0.0, -1.8, 0.0], [0.0, 0.9, -0.1], [-2.2, -2.3, -0.3], [-0.2, 0.7, -0.3], [-0.9, -0.1, -0.1], [0.3, 0.2, 0.5], [-0.4, -0.3, -1.3], [0.0, -0.3, 0.4], [0.3, 0.9, 1.8], [1.2, -0.3, 1.4], [-1.1, 2.6, 3.3], [0.6, -2.0, 2.3], [0.4, -0.7, 1.6], [0.1, 0.1, -0.1], [-0.6, -0.1, -2.7], [0.5, 0.6, -1.5], [1.1, -1.7, -0.2], [-0.1, -0.8, 0.2], [-0.2, -0.6, -0.8], [-1.8, -0.7, -0.8], [-2.3, 0.3, 2.2], [0.8, -0.3, 0.0], [0.3, -0.3, 0.2], [1.9, 2.3, -2.1], [1.3, 0.6, 0.9], [0.3, 0.2, -0.6], [-0.1, 0.0, 0.0], [-1.7, 3.4, 1.2], [4.2, -0.6, -2.3], [0.6, -0.4, 2.3], [0.4, -0.2, -0.2], [-0.9, 1.8, 3.2], [1.5, 0.9, -2.3], [-1.0, 1.1, -0.9], [0.1, 0.5, 0.3], [-0.1, 0.4, 0.0], [-3.5, 1.4, 0.4], [0.1, 0.1, 0.3], [-0.5, 0.1, -0.8], [0.2, 0.2, 0.0], [0.5, 3.4, -1.2], [0.0, 0.4, -0.3], [-0.1, 0.5, -0.6], [0.1, -0.2, -0.2]], "lowdin_charge": [0.78, -0.24, 0.01, -0.31, -0.34, 0.10, 0.11, 0.09, 0.18, 0.09, -0.22, 0.10, -0.31, -0.22, 0.01, 0.12, 0.10, 0.10, 0.14, -0.08, -0.18, -0.20, 0.11, 0.10, 0.11, -0.26, -0.36, -0.27, 0.17, 0.15, 0.11, 0.00, 0.12, -0.28, -0.13, -0.41, 0.11, 0.14, 0.11, 0.12, -0.35, -0.38, 0.11, -0.17, -0.22, -0.20, -0.34, 1.25, -0.25, -0.17, 0.11, 0.09, -0.21, 0.09, 0.10, -0.16, -0.13, -0.18, -0.22, 0.11, -0.27, -0.34, 0.11, 0.09, 1.23, -0.23, -0.37, 0.11, -0.15, 0.64, -0.58, 0.11, 0.14, 0.79, 0.11, 0.70, -0.41, 0.10, 0.11, 0.11, -0.34], "s_squared": 3.95, "spin_multiplicity": 4, "e_homo_ev": [-7.7322, -7.7499]}



(2)
{"formula": "C5H5N", "method": "the ωB97M-V functional and the def2-TZVPD basis", "species": ["C", "C", "C", "C", "H", "N", "H", "H", "C", "H", "H"], "positions_angstrom": [[-1.60018, -0.31418, -0.88401], [-0.18463, -0.17176, -0.62108], [-0.12280, 0.15421, 0.67250], [1.35466, 0.34593, 1.08830], [1.57853, 1.36131, 1.41753], [1.15047, -0.24105, -1.28114], [-2.03891, -1.30837, -1.02459], [-1.52292, 0.04676, 0.53511], [1.82521, 0.04942, -0.28224], [-2.12598, 0.46386, -1.44618], [1.68655, -0.38612, 1.82581]], "atomic_forces_ev_per_a": [[-0.7, -0.2, -0.5], [0.5, 0.3, 0.8], [-0.3, -0.2, -0.6], [-0.7, 0.0, 0.0], [0.1, -0.1, -0.1], [-0.6, 0.0, 0.5], [0.1, 0.2, 0.1], [0.0, 0.0, 0.1], [1.4, 0.0, -0.3], [0.1, -0.1, 0.2], [0.1, 0.1, -0.1]], "lowdin_charge": [0.00, -0.40, -0.06, -0.13, 0.11, 0.11, 0.07, 0.16, -0.07, 0.07, 0.11], "relative_energy_kcal_mol": 173.0, "e_homo_ev": [-8.7593, -8.7063]}



(3)
{"formula": "C5H13NO2Si", "method": "the ωB97M-V functional and the def2-TZVPD basis", "species": ["H", "H", "H", "H", "N", "H", "H", "C", "C", "H", "H", "O", "H", "Si", "O", "C", "H", "H", "C", "C", "H", "H"], "positions_angstrom": [[1.95735, 1.73625, 1.90350], [2.27664, -2.50017, -0.32995], [1.23834, -0.13570, -1.45286], [-2.51688, 1.42146, 1.01563], [-0.47541, -2.02092, -1.69590], [-2.32517, 1.64451, -0.74080], [0.38203, 1.78641, 2.74748], [0.89406, 1.86735, 1.80250], [1.26772, -2.87164, -0.37561], [1.14116, 1.68997, -1.39779], [-1.80437, 2.92770, 0.38438], [-0.57922, -0.65911, 0.65559], [-0.29645, 0.47675, -1.77518], [-0.19072, 0.88108, 0.57144], [-1.48979, -1.61421, -2.11601], [0.58671, -2.57459, -1.62230], [0.54597, -2.44377, 0.40397], [-1.37182, -1.12323, 1.49855], [-1.83555, 1.83509, 0.27117], [0.66475, 0.68007, -1.16742], [0.79743, 2.96366, 1.70304], [1.13323, -3.96695, -0.28344]], "atomic_forces_ev_per_a": [[0.3, -0.7, 0.0], [0.3, -0.2, 0.2], [1.7, -1.2, 0.1], [-0.3, 0.2, 0.1], [2.5, -2.0, -1.7], [0.9, -0.1, 1.2], [0.2, -0.5, 0.9], [-1.2, 0.6, -0.1], [-1.6, -1.0, 1.8], [-0.6, -1.4, -0.2], [0.1, -0.3, 0.2], [-4.5, -5.0, 5.4], [1.4, 1.0, 0.5], [1.2, 3.1, -2.9], [-1.9, 1.0, -0.2], [-2.1, 1.7, 0.1], [1.8, -0.4, -0.7], [3.8, 2.6, -4.0], [0.0, -0.2, -0.7], [-2.8, 2.9, 0.4], [-0.2, -0.3, -0.8], [1.0, 0.4, 0.3]], "lowdin_charge": [0.02, 0.07, -0.03, 0.01, -0.18, 0.06, 0.01, -0.17, -0.09, 0.05, 0.02, -0.29, 0.04, 0.36, 0.06, -0.06, 0.08, 0.27, -0.17, -0.15, 0.04, 0.08], "relative_energy_kcal_mol": 124.0, "e_homo_ev": -9.2191}



(4)
{"formula": "C3H4S2", "method": "the ωB97M-V functional and the def2-TZVPD basis", "species": ["S", "H", "C", "C", "H", "H", "S", "C", "H"], "positions_angstrom": [[1.17425, 1.27741, 0.55423], [-1.96429, -1.70517, 0.65862], [-2.55536, 0.16401, -0.61656], [-2.34266, -0.77040, 0.14923], [3.98812, 0.22247, -0.46842], [-2.93593, 0.99583, -1.17237], [3.10416, -0.72655, -0.15254], [1.65973, -0.32162, 0.45909], [-0.12802, 0.86401, 0.58870]], "atomic_forces_ev_per_a": [[-1.1, -0.2, -0.1], [-0.8, 1.8, -0.8], [-0.1, -1.8, 1.9], [0.7, 0.2, -1.2], [0.0, 1.4, 0.0], [0.3, -0.1, 0.0], [0.9, -2.5, 0.1], [-0.2, 0.5, -0.4], [0.3, 0.8, 0.4]], "lowdin_charge": [0.67, 0.06, -0.02, -0.02, -0.15, 0.02, 0.67, -1.07, -0.16], "relative_energy_kcal_mol": 100.0, "e_homo_ev": -8.8101}